No. 1
25
Properties=species:S:1:pos:R:3:lowdin_spin:R:1 method="wB97M-V/def2-TZVPD" relative_energy_ev=0.786 fmax_ev_per_a=4.14 total_charge=+1 spin_multiplicity=2
O -1.081 0.786 -1.852 0.160
C 0.208 0.401 -1.788 0.571
C 1.003 0.728 -0.560 0.076
O 0.360 1.817 0.132 0.018
C 0.518 1.902 1.550 0.003
C -0.669 2.713 2.073 0.001
O -1.873 2.240 1.560 0.002
Al -1.478 1.580 -0.150 0.017
H 0.752 0.534 -2.735 0.028
H 2.048 0.981 -0.791 0.005
H 1.005 -0.129 0.143 0.017
H 1.483 2.368 1.799 0.000
H 0.491 0.881 1.969 0.001
H -0.501 3.778 1.809 0.000
H -0.638 2.659 3.178 0.001
H -0.790 -1.125 -1.313 0.015
O -1.536 -2.112 0.458 0.015
C 1.063 -2.716 -0.788 0.016
O -0.231 -3.174 -1.128 0.008
C -1.242 -2.251 -0.897 0.033
H 1.779 -3.462 -1.148 0.000
H 1.252 -1.742 -1.273 0.008
H 1.178 -2.585 0.300 0.002
H -2.139 -2.619 -1.407 0.002
H -0.960 -1.452 0.856 0.001


No. 2
30
Properties=species:S:1:pos:R:3:mulliken_charge:R:1 method="wB97M-V/def2-TZVPD" fmax_ev_per_a=4.83 e_tot_ha=-1306.069799 total_charge=-1
C -3.245 -1.578 0.075 -0.774
C -1.933 -1.845 -0.787 0.669
O -1.809 -1.171 -1.847 -0.522
O -0.923 -2.795 -0.506 -0.309
C -0.553 -2.821 0.894 -0.476
C 0.491 -1.682 1.345 -0.366
C -0.092 -0.771 2.541 -0.762
Si -0.709 0.970 2.022 0.325
C -0.781 1.284 0.133 -0.191
O -0.048 2.526 -0.208 -0.182
N 0.211 2.378 -1.570 0.098
O 1.339 2.055 -1.741 -0.169
H -3.121 -0.604 0.676 0.111
H -3.478 -2.433 0.790 0.336
H -4.158 -1.425 -0.605 0.297
H -0.020 -3.831 1.063 0.282
H -1.427 -2.806 1.626 0.254
H 1.419 -2.216 1.781 0.328
H 0.907 -1.066 0.462 0.343
H -0.914 -1.292 3.153 0.339
H 0.793 -0.595 3.264 0.315
H 0.173 1.984 2.598 -0.206
H -2.049 1.151 2.633 -0.146
H -0.339 0.461 -0.518 0.163
H -1.893 1.387 -0.170 0.233
B 4.431 2.947 -3.421 0.678
F 5.550 3.269 -4.260 -0.410
F 3.498 2.145 -4.156 -0.416
F 4.889 2.218 -2.273 -0.421
F 3.791 4.158 -2.994 -0.420


No. 3
24
Properties=species:S:1:pos:R:3:mulliken_charge:R:1 method="wB97M-V/def2-TZVPD" fmax_ev_per_a=10.41 e_tot_ha=-827.917658 total_charge=+1
C -0.482 0.860 2.433 0.016
C 0.857 1.348 2.528 -0.287
P 2.653 2.093 2.412 0.070
B 2.697 3.293 0.873 0.642
O 3.731 3.183 -0.212 -0.442
O 1.623 4.306 0.806 -0.468
H -1.416 0.295 1.949 0.339
H 3.519 0.956 2.075 0.219
H 3.033 2.747 3.643 0.235
H 3.941 2.190 -0.328 0.322
H 0.759 3.873 0.509 0.352
C -1.230 -1.658 -2.235 -0.526
C -2.599 -1.927 -1.664 -0.499
C -2.270 -2.693 -0.402 -0.413
O -0.995 -2.221 0.052 -0.403
C -0.406 -1.427 -0.988 -0.289
H -1.201 -0.813 -2.928 0.328
H -0.867 -2.548 -2.763 0.268
H -3.087 -0.978 -1.409 0.242
H -3.257 -2.479 -2.340 0.333
H -2.178 -3.766 -0.601 0.284
H -3.018 -2.547 0.384 0.264
H -0.450 -0.378 -0.672 0.129
H 0.642 -1.708 -1.118 0.284


No. 4
25
Properties=species:S:1:pos:R:3:mulliken_charge:R:1 method="wB97M-V/def2-TZVPD" fmax_ev_per_a=1.69 e_tot_ha=-1983.392932 total_charge=+2
C -2.623 0.362 -0.507 -1.106
C -1.958 -0.055 -1.808 -0.172
S -0.623 -1.278 -1.655 0.008
C -0.452 -1.677 0.060 -0.569
P 1.377 -1.739 0.564 0.116
S 1.319 -3.888 1.062 -0.299
C 1.577 0.213 0.180 -0.386
I 2.499 0.593 -1.716 0.428
C 1.188 1.179 1.010 0.332
C 1.275 2.653 0.781 -1.052
I 0.323 0.695 2.880 0.258
H -2.971 -0.494 0.068 0.391
H -3.466 1.020 -0.690 0.373
H -1.921 0.905 0.131 0.172
H -1.524 0.826 -2.278 0.250
H -2.709 -0.448 -2.490 0.404
H -0.842 -2.663 0.291 0.561
H -0.927 -0.979 0.747 0.232
H 1.845 -1.519 1.872 0.237
H 2.285 -2.095 -0.439 0.098
H 0.411 -3.959 2.054 0.210
H 1.932 2.930 -0.044 0.045
H 0.266 3.037 0.616 0.407
H 1.629 3.135 1.690 0.386
Be 2.089 3.242 -2.378 0.675


No. 5
26
Properties=species:S:1:pos:R:3:mulliken_charge:R:1 method="wB97M-V/def2-TZVPD" fmax_ev_per_a=0.58 e_tot_ha=-6451.252632 total_charge=-1
C 0.836 -2.451 -3.049 -1.239
C -0.066 -1.451 -2.353 0.022
I -2.130 -1.881 -2.748 0.057
C 0.215 -1.208 -0.872 -0.890
I 0.079 -3.293 0.143 -0.260
N -0.499 -0.290 -0.201 0.055
P -0.514 1.320 -0.354 -0.201
C 1.262 1.797 -0.799 -1.084
O -1.137 1.747 -1.895 -0.514
H 0.899 -2.241 -4.119 0.391
H 0.487 -3.475 -2.915 0.369
H 1.843 -2.388 -2.622 0.343
H 0.032 -0.458 -2.799 0.216
H 1.317 -1.144 -0.798 0.506
H 1.843 1.001 -1.278 0.315
H 1.784 2.083 0.119 0.269
H 1.253 2.670 -1.458 0.370
H -0.474 1.796 -2.596 0.272
Br 1.225 1.171 3.094 -0.135
C -0.629 1.608 3.455 -0.450
C -1.309 0.586 4.334 -0.611
Br -1.613 -1.091 3.424 -0.100
H -1.092 1.688 2.471 0.247
H -0.627 2.576 3.954 0.372
H -2.280 0.966 4.648 0.333
H -0.707 0.360 5.212 0.350


No. 6
21
Properties=species:S:1:pos:R:3:mulliken_charge:R:1 method="wB97M-V/def2-TZVPD" relative_energy_ev=3.732 fmax_ev_per_a=2.77 total_charge=+1
C 0.422 -1.788 -0.180 1.148
C 0.893 -0.578 -0.046 -0.393
C 1.251 -3.102 -0.163 -1.177
C -1.036 -1.985 -0.489 -1.271
C -1.181 2.210 1.204 -1.238
C -0.534 1.685 0.005 -0.109
N 0.598 2.580 -0.491 -0.243
Br 2.539 0.370 0.327 -0.143
H 0.566 -3.805 0.312 0.391
H 2.223 -2.822 0.272 0.364
H 1.422 -3.277 -1.230 0.313
H -1.271 -3.003 -0.509 0.435
H -1.504 -1.606 -1.432 0.295
H -1.609 -1.613 0.438 0.279
H -2.157 1.739 1.275 0.321
H -1.319 3.273 1.316 0.418
H -0.637 2.048 2.140 0.321
H -1.228 1.409 -0.819 0.325
H 0.858 2.243 -1.393 0.383
H 1.492 2.486 0.045 0.205
H 0.212 3.535 -0.581 0.379


Copy entry 2 word for word.
30
Properties=species:S:1:pos:R:3:mulliken_charge:R:1 method="wB97M-V/def2-TZVPD" fmax_ev_per_a=4.83 e_tot_ha=-1306.069799 total_charge=-1
C -3.245 -1.578 0.075 -0.774
C -1.933 -1.845 -0.787 0.669
O -1.809 -1.171 -1.847 -0.522
O -0.923 -2.795 -0.506 -0.309
C -0.553 -2.821 0.894 -0.476
C 0.491 -1.682 1.345 -0.366
C -0.092 -0.771 2.541 -0.762
Si -0.709 0.970 2.022 0.325
C -0.781 1.284 0.133 -0.191
O -0.048 2.526 -0.208 -0.182
N 0.211 2.378 -1.570 0.098
O 1.339 2.055 -1.741 -0.169
H -3.121 -0.604 0.676 0.111
H -3.478 -2.433 0.790 0.336
H -4.158 -1.425 -0.605 0.297
H -0.020 -3.831 1.063 0.282
H -1.427 -2.806 1.626 0.254
H 1.419 -2.216 1.781 0.328
H 0.907 -1.066 0.462 0.343
H -0.914 -1.292 3.153 0.339
H 0.793 -0.595 3.264 0.315
H 0.173 1.984 2.598 -0.206
H -2.049 1.151 2.633 -0.146
H -0.339 0.461 -0.518 0.163
H -1.893 1.387 -0.170 0.233
B 4.431 2.947 -3.421 0.678
F 5.550 3.269 -4.260 -0.410
F 3.498 2.145 -4.156 -0.416
F 4.889 2.218 -2.273 -0.421
F 3.791 4.158 -2.994 -0.420